No. 1
# C34H43MoN3O7Te

A structure of composition C34H43MoN3O7Te at a distorted geometry (ωB97M-V with the def2-TZVPD basis set, the OMol25 dataset).

Computed properties:
E_HOMO (spin up / spin down): -13.93 / -15.69 eV
multiplicity: 2
largest force on an atom: 6.52 eV Å⁻¹
charge: +3
orbital gap (spin up / spin down): 5.128 / 6.884 eV
LUMO energy (spin up / spin down): -8.805 / -8.805 eV

XYZ file:
```
89
Properties=species:S:1:pos:R:3:lowdin_charge:R:1
Te 12.315 12.457 10.415 2.02
Mo 21.088 7.998 12.559 1.78
O 19.709 6.207 9.398 0.15
O 22.267 6.607 11.845 -0.23
O 21.572 7.273 14.512 -0.16
O 17.666 9.548 13.345 0.17
O 19.805 8.993 13.506 -0.25
O 21.993 9.346 12.280 -0.36
O 20.137 7.658 11.103 -0.28
N 24.288 6.058 10.859 -0.09
N 19.244 6.380 13.050 -0.22
N 12.225 13.495 8.535 0.00
C 14.258 13.514 5.748 -0.01
C 11.755 16.302 12.485 0.04
C 11.056 9.985 9.824 -0.29
C 18.454 8.716 13.356 -0.58
C 8.838 9.241 10.398 -0.18
C 12.841 12.204 13.471 -0.06
C 19.609 5.764 14.416 -0.09
C 14.851 14.005 4.585 -0.03
C 19.253 5.487 11.789 0.00
C 20.482 6.768 15.285 -0.15
C 10.667 11.260 10.349 -0.37
C 12.580 13.832 7.501 -0.02
C 12.892 15.429 4.206 0.00
C 11.824 15.333 11.447 -0.29
C 14.198 15.003 3.882 -0.01
C 8.958 12.931 11.154 -0.03
C 18.063 7.267 13.221 -0.09
C 24.882 5.377 9.613 0.04
C 11.992 15.885 13.764 -0.24
C 13.016 14.012 6.139 -0.21
C 11.438 15.785 10.108 -0.08
C 12.382 13.577 13.081 -0.29
C 12.142 14.026 11.750 -0.38
C 12.410 9.717 9.207 -0.10
C 23.022 6.203 10.864 -0.20
C 7.874 8.104 10.648 -0.01
C 12.294 14.588 14.029 0.00
C 19.765 6.437 10.569 -0.46
C 10.099 8.976 9.866 0.02
C 11.945 16.901 14.895 0.00
C 12.346 14.997 5.427 0.00
C 25.227 6.379 11.970 0.04
C 8.414 10.537 10.755 0.04
C 9.344 11.563 10.700 -0.27
H 18.278 5.052 11.566 0.12
H 10.741 15.119 9.583 0.06
H 7.918 12.887 11.501 0.10
H 25.351 4.405 9.938 0.12
H 26.203 6.014 11.669 0.10
H 25.612 5.974 9.096 0.10
H 17.336 7.153 12.346 0.17
H 11.533 17.333 12.297 0.14
H 7.390 8.133 11.633 0.11
H 10.369 7.982 9.516 0.14
H 12.481 11.370 12.812 0.06
H 25.320 7.455 12.034 0.11
H 14.667 15.443 3.043 0.11
H 19.838 4.620 12.119 0.12
H 10.843 16.727 10.257 0.12
H 12.783 17.518 14.691 0.08
H 12.384 16.138 3.597 0.12
H 9.070 13.678 10.392 0.08
H 11.022 17.443 14.826 0.09
H 14.851 12.878 6.412 0.13
H 20.843 6.306 16.222 0.15
H 17.479 7.144 14.135 0.14
H 11.339 15.285 5.677 0.13
H 15.884 13.740 4.397 0.13
H 12.605 11.962 14.488 0.09
H 7.019 8.194 10.049 0.08
H 20.292 4.911 14.113 0.13
H 13.926 12.091 13.422 0.10
H 13.275 9.658 9.859 0.08
H 22.497 5.917 9.975 0.15
H 9.491 13.309 12.032 0.09
H 24.899 5.831 12.816 0.09
H 12.350 8.798 8.611 0.10
H 12.523 14.298 15.073 0.15
H 12.662 10.461 8.471 0.04
H 22.433 6.882 14.754 0.15
H 12.132 16.462 15.888 0.10
H 24.110 5.035 8.967 0.08
H 12.277 16.008 9.433 0.09
H 8.385 7.144 10.506 0.10
H 7.421 10.781 11.079 0.14
H 18.711 5.317 14.897 0.14
H 19.848 7.551 15.645 0.11
```


No. 2
# C29H30Cl2N4O10P2Tm

A structure of composition C29H30Cl2N4O10P2Tm at a distorted geometry (ωB97M-V with the def2-TZVPD basis set, the OMol25 dataset).

Computed properties:
E_HOMO (spin up / spin down): -5.09 / -5.08 eV
multiplicity: 3
largest force on an atom: 2.09 eV Å⁻¹
charge: -1
orbital gap (spin up / spin down): 6.057 / 6.054 eV
LUMO energy (spin up / spin down): 0.971 / 0.971 eV

XYZ file:
```
78
Properties=species:S:1:pos:R:3:lowdin_charge:R:1
Tm 0.805 -0.591 -0.313 1.23
Cl 3.183 4.321 -0.555 0.57
Cl 5.084 2.234 -1.156 0.59
P 2.078 -1.920 -2.614 0.86
P -0.680 -0.210 -2.876 0.85
O -0.593 -2.264 -0.402 -0.25
O -5.309 3.197 1.136 0.08
O 0.687 1.351 1.375 -0.02
O 2.783 -0.819 0.670 -0.20
O -1.352 6.321 4.499 0.06
O -5.405 4.740 2.618 0.07
O 2.605 2.350 -3.043 0.01
O 0.553 5.486 3.933 0.09
O -1.151 0.701 0.329 -0.08
O 1.717 1.032 -1.503 -0.23
N -0.789 -2.396 1.878 0.09
N -0.671 5.466 3.938 -0.34
N 0.389 -1.620 1.791 -0.07
N -4.799 3.874 2.007 -0.35
C -3.513 -3.168 1.491 -0.03
C -2.734 2.592 1.684 0.11
C 1.089 -1.555 2.863 -0.08
C 0.505 -0.328 -4.249 -0.43
C -1.218 -2.618 0.679 -0.49
C -0.535 1.408 1.163 -0.63
C -2.174 -1.037 -3.552 -0.27
C 2.347 -0.916 2.974 -0.18
C 4.637 0.525 3.450 -0.10
C -1.350 4.433 3.212 -0.12
C 4.324 0.198 2.146 -0.02
C -0.635 3.378 2.665 0.11
C 2.374 -3.743 -2.713 -0.26
C -1.127 1.590 -2.978 -0.24
C -2.723 4.580 3.053 0.08
C -4.799 -3.600 1.218 -0.09
C 3.686 -1.119 -2.968 -0.25
C 2.794 -0.719 4.276 -0.06
C -2.533 -3.251 0.508 -0.15
C -1.353 2.455 1.903 -0.06
C -5.132 -4.119 -0.037 -0.10
C 3.388 2.553 -0.747 -0.97
C 3.932 0.007 4.545 -0.12
C 2.490 1.971 -1.887 -0.75
C -2.857 -3.793 -0.730 -0.03
C 1.215 -1.678 -4.239 -0.41
C -4.138 -4.246 -0.996 -0.10
C -3.388 3.682 2.269 -0.13
C 3.126 -0.525 1.876 -0.38
H -2.002 -2.103 -3.783 0.04
H -3.244 1.919 1.008 0.13
H -3.044 -0.959 -2.904 0.04
H 4.957 0.522 1.316 0.09
H -1.631 1.885 -3.888 0.04
H 4.245 -1.564 -3.781 0.04
H -4.383 -4.618 -1.988 0.10
H 1.928 -1.720 -5.061 0.08
H 3.224 2.077 0.201 0.03
H -1.695 1.866 -2.098 0.02
H 4.315 -1.079 -2.083 0.04
H 1.241 0.456 -4.057 0.06
H -0.195 2.171 -2.904 0.04
H -2.071 -3.803 -1.479 0.11
H 0.060 -0.140 -5.233 0.09
H -2.475 -0.608 -4.522 0.04
H -3.250 5.410 3.500 0.13
H 2.154 -1.104 5.081 0.11
H 0.425 3.287 2.769 0.13
H 5.532 1.131 3.616 0.10
H 1.426 -4.237 -2.515 0.03
H 3.109 -4.022 -1.960 0.04
H 0.658 -1.996 3.759 0.12
H 4.264 0.229 5.565 0.09
H -3.284 -2.695 2.428 0.10
H 2.723 -4.009 -3.708 0.04
H 0.514 -2.500 -4.402 0.07
H -6.173 -4.396 -0.236 0.10
H -5.589 -3.525 1.953 0.09
H 3.429 -0.085 -3.188 0.02
```